(1)
98
Properties=species:S:1:pos:R:3:forces:R:3:lowdin_charge:R:1 method="wB97M-V/def2-TZVPD" gap_ev=5.561 fmax_ev_per_a=0.70 e_homo_ev=-4.28 lumo_ev=1.3 total_energy_ha=-7501.55377 total_charge=-1
Tl 0.60091 1.20180 0.05603 0.6 0.3 -0.2 0.9981
O 5.11491 2.03224 0.25046 0.0 0.0 0.0 -0.0068
C 3.88213 1.98464 0.17350 0.0 0.1 0.0 -0.6527
O 3.14520 1.07457 -0.28277 0.0 0.1 0.1 -0.1099
C 3.13117 3.19898 0.74129 0.0 0.0 0.0 -0.1836
C 3.81505 4.31227 1.20965 0.0 0.0 0.0 -0.0029
C 3.09459 5.35101 1.77220 0.0 0.0 0.0 -0.0454
C 1.71118 5.26153 1.84601 0.0 0.0 0.0 0.0003
C 1.09959 4.12778 1.34251 0.0 0.0 0.0 -0.1674
N 1.80678 3.13180 0.80971 -0.2 0.0 0.2 0.1063
C -0.42037 3.97828 1.34699 0.0 -0.1 0.0 -0.6147
O -1.08675 4.90076 1.83310 0.0 0.0 0.0 -0.0032
O -0.86636 2.91015 0.83348 -0.1 0.1 0.1 -0.1265
H 4.89241 4.31340 1.12593 0.0 0.0 0.0 0.1143
H 3.60461 6.22928 2.15079 0.0 0.0 0.0 0.1023
H 1.09029 6.03905 2.26665 0.0 0.0 0.0 0.1116
C -4.87061 -2.15477 2.98767 0.0 0.0 0.0 -0.0490
N -3.54431 -2.13081 2.40265 0.0 0.0 0.0 -0.1288
C -2.81520 -3.23206 2.04685 0.0 0.0 0.0 -0.0714
C -1.64465 -2.75074 1.53091 0.0 0.0 0.1 -0.1512
N -1.63612 -1.38711 1.56397 -0.1 -0.2 0.0 0.0809
C -2.78665 -1.03464 2.09175 0.0 0.0 0.1 -0.4774
P -3.42591 0.65533 2.29448 -0.1 0.0 0.0 1.1619
C -3.45768 1.03967 0.50513 0.0 0.0 -0.1 -0.4670
N -3.37878 0.07872 -0.39519 -0.1 0.1 0.0 0.0706
C -3.63116 0.67278 -1.60030 0.0 0.0 0.0 -0.1522
C -3.87868 2.00233 -1.41892 0.0 0.0 0.0 -0.0674
N -3.79553 2.22542 -0.07005 0.0 0.0 0.0 -0.1173
C -4.00051 3.50080 0.58412 0.0 -0.1 0.0 -0.0197
C -1.98727 1.46413 3.07329 0.0 0.0 0.1 -0.4727
N -0.76165 0.99038 3.15273 0.0 0.0 -0.1 0.0696
C -0.05953 1.87941 3.91313 0.0 -0.1 0.0 -0.1382
C -0.87635 2.89054 4.32690 0.0 0.0 -0.1 -0.0758
N -2.10962 2.61569 3.81156 0.0 0.0 -0.1 -0.1196
C -3.24962 3.49527 3.95866 0.0 0.0 0.0 -0.0476
H -5.33859 -3.10706 2.74738 0.0 0.0 0.0 0.0847
H -5.47493 -1.35265 2.57226 0.0 0.0 0.0 0.0650
H -4.82845 -2.03969 4.07109 0.0 0.0 0.0 0.0875
H -3.19514 -4.23147 2.17604 0.0 0.0 0.0 0.1102
H -0.82671 -3.32069 1.11571 0.0 0.0 0.0 0.0963
H -3.59674 0.11203 -2.52096 0.0 0.0 0.0 0.0999
H -4.08601 2.80355 -2.10767 0.0 0.0 0.0 0.1129
H -4.56799 4.14375 -0.08618 0.0 0.0 0.0 0.0916
H -3.05334 3.96676 0.84836 0.1 0.0 0.0 0.0636
H -4.59845 3.34513 1.48097 0.0 0.0 0.1 0.0705
H 0.99279 1.75438 4.10558 0.0 0.0 0.0 0.0771
H -0.69319 3.78600 4.89607 0.0 0.0 0.0 0.1215
H -3.21049 3.95011 4.94721 0.0 0.0 0.0 0.0883
H -4.16975 2.91942 3.87664 0.0 0.0 0.0 0.0607
H -3.21798 4.28051 3.20590 0.0 0.0 0.0 0.0722
Se 4.62903 1.14280 4.05933 0.0 0.0 0.0 1.1251
N 4.64624 -0.63466 4.04451 0.0 0.1 0.0 -0.2330
C 3.63037 -0.99666 3.29466 -0.1 -0.1 -0.1 -0.3837
C 3.25605 -2.35223 3.02064 0.1 0.0 0.0 0.0028
C 2.18410 -2.54853 2.23101 -0.1 0.0 -0.1 -0.0245
C 1.47838 -1.42324 1.67227 0.0 -0.1 0.0 -0.1252
N 1.76031 -0.18245 1.89867 0.1 0.0 0.0 0.0826
C 2.83134 0.06993 2.72531 -0.1 -0.1 -0.1 -0.4286
N 3.19105 1.29060 3.04113 0.1 0.0 0.1 -0.2020
H 3.83690 -3.16236 3.44072 0.0 0.0 0.0 0.1159
H 1.84359 -3.53966 1.96563 0.0 0.0 0.0 0.1045
H 0.64498 -1.61043 1.00451 0.1 0.0 0.0 0.0649
C 0.12921 0.74838 -1.93915 -0.3 -0.2 0.0 -0.3993
Ge 0.63328 -0.98492 -2.59583 0.1 0.0 0.0 0.8476
C -0.93222 -2.13418 -2.93497 -0.1 0.0 0.0 -0.2696
C -1.16407 -2.79347 -4.14187 0.0 0.0 0.0 -0.1030
C -2.27371 -3.61457 -4.30877 0.0 0.0 0.0 -0.1067
C -3.17232 -3.79071 -3.26455 0.0 0.0 0.0 -0.1125
C -2.95986 -3.13628 -2.05793 0.0 0.0 0.0 -0.0950
C -1.85044 -2.31543 -1.89817 0.0 0.0 0.0 -0.1334
C 1.89487 -2.17850 -1.65949 0.0 0.0 0.0 -0.2700
C 1.57888 -3.52023 -1.43510 0.0 0.0 0.0 -0.1172
C 2.52669 -4.40900 -0.93565 0.0 0.0 0.0 -0.1158
C 3.81010 -3.96456 -0.64836 0.0 0.0 0.1 -0.1167
C 4.13147 -2.62632 -0.84040 0.0 0.0 0.0 -0.0827
C 3.18490 -1.74236 -1.34263 0.0 0.0 0.0 -0.0943
C 1.53153 -0.71053 -4.33143 0.0 0.0 0.0 -0.2640
C 2.16465 -1.75523 -5.00643 0.0 0.0 0.0 -0.1210
C 2.78575 -1.54800 -6.23119 0.0 0.0 0.0 -0.1065
C 2.78811 -0.28041 -6.79980 0.0 0.0 0.0 -0.1156
C 2.17482 0.77197 -6.13470 0.0 0.0 0.0 -0.1007
C 1.55334 0.55674 -4.90982 0.0 0.0 0.0 -0.1022
H -0.96970 0.76925 -1.93489 0.1 0.0 0.0 -0.1148
H -0.47595 -2.66024 -4.96969 0.0 0.0 0.0 0.0873
H -2.43836 -4.11317 -5.25721 0.0 0.0 0.0 0.0913
H -4.03881 -4.42865 -3.39518 0.0 0.0 0.0 0.0895
H -3.66247 -3.24743 -1.23978 0.0 0.0 0.0 0.0937
H -1.72258 -1.78401 -0.95903 0.0 0.0 -0.1 0.0630
H 0.58660 -3.88652 -1.67810 0.0 0.0 0.0 0.0899
H 2.26377 -5.45026 -0.78570 0.0 0.0 0.0 0.0919
H 4.55473 -4.65539 -0.26916 0.0 0.0 0.0 0.0922
H 5.12430 -2.26327 -0.60111 0.0 0.0 0.0 0.1049
H 3.45006 -0.69859 -1.46361 0.0 -0.1 0.0 0.0862
H 2.18850 -2.74666 -4.56261 0.0 0.0 0.0 0.0997
H 3.27557 -2.37162 -6.73793 0.0 0.0 0.0 0.0919
H 3.27666 -0.11260 -7.75254 0.0 0.0 0.0 0.0899
H 2.18786 1.76629 -6.56602 0.0 0.0 0.0 0.0930
H 1.09196 1.37938 -4.37287 0.0 0.0 0.0 0.0808

(2)
17
Properties=species:S:1:pos:R:3:forces:R:3:nbo_charge:R:1 method="wB97M-V/def2-TZVPD" gap_ev=8.859 fmax_ev_per_a=1.84 e_homo_ev=-17.40 lumo_ev=-8.5 total_energy_ha=-867.98943 total_charge=+2
Na -0.20864 -2.64606 1.46514 0.3 -0.1 0.0 0.9837
Na -2.25099 -1.49119 -1.18260 -0.3 0.3 -0.6 0.9836
Na -2.06509 1.05489 2.07408 0.4 0.0 0.0 0.9955
O -0.52904 -0.51324 0.34392 -1.5 -1.0 -0.3 -1.3718
H -0.59626 -0.41310 -0.62560 0.2 0.3 1.1 0.4176
O -1.49524 0.84032 -2.18754 -0.8 -1.3 0.2 -0.9696
H -0.62019 0.78771 -1.80314 0.8 1.0 -0.4 0.4803
H -1.83964 1.68100 -1.88608 -0.1 0.4 -0.2 0.4921
O 0.67516 1.86717 -0.58554 0.0 0.0 -0.4 -0.9315
H 0.45482 1.08688 -0.07679 0.1 -0.3 0.7 0.4679
H 0.04108 2.52568 -0.30174 0.1 0.6 0.0 0.4647
O 1.96931 -1.01502 -0.93427 -0.1 -0.6 0.0 -0.9342
H 2.43188 -0.20306 -0.72696 0.4 0.3 -0.1 0.4907
H 1.04887 -0.81794 -0.76053 0.2 0.0 0.2 0.4372
O 0.93885 -0.67010 2.69527 -0.8 -0.6 0.4 -0.9433
H 1.51367 -1.43480 2.66272 0.9 0.1 0.4 0.4719
H 0.53143 -0.63913 1.82965 0.2 0.8 -0.9 0.4648

(3)
19
Properties=species:S:1:pos:R:3:forces:R:3:nbo_charge:R:1 method="wB97M-V/def2-TZVPD" gap_ev=8.624 fmax_ev_per_a=4.09 e_homo_ev=-12.86 lumo_ev=-4.2 total_energy_ha=-861.95803 total_charge=+1
C -2.04190 0.80591 -0.01916 1.1 -2.1 -0.9 -0.0897
C -1.21230 1.42773 -0.96091 1.8 -1.8 1.6 -0.2243
C -1.72513 -0.45744 0.56842 -1.5 3.1 -0.6 -0.2177
C 0.03323 0.73893 -1.25351 -2.2 2.2 -1.8 0.1229
C 0.68201 0.97197 1.97570 0.0 -1.0 1.4 0.0783
C -0.52554 -0.96239 0.24222 -0.6 -1.8 0.4 0.1106
C 1.56554 -0.94453 -0.95296 1.7 -3.5 -1.4 -0.4423
N 0.24662 -0.44354 -0.68842 1.2 1.8 -1.1 -0.2868
O 0.71328 1.16199 3.27574 -0.7 -3.1 0.3 -0.6206
Cl 1.33100 2.32364 1.28165 0.7 1.8 -1.0 0.0497
H -3.03553 1.10777 0.15354 -0.8 1.1 0.3 0.2384
H -1.45843 2.44569 -1.14900 0.2 0.5 -1.2 0.2626
H -2.47647 -0.76315 1.29575 0.7 -0.8 -0.2 0.2651
H 0.77332 0.99426 -2.11139 -1.5 0.0 2.0 0.2624
H -0.20423 -1.90467 0.57517 0.5 -1.0 0.7 0.2347
H 2.31247 -0.63101 -0.22145 -0.4 -0.2 0.2 0.2483
H 1.55789 -2.08102 -1.15282 -0.1 1.5 1.2 0.2467
H 1.95637 -0.67816 -1.93872 -0.5 0.8 0.2 0.2431
H 0.46862 0.22157 3.63155 0.4 2.5 -0.3 0.5188

(4)
62
Properties=species:S:1:pos:R:3:forces:R:3:nbo_charge:R:1 method="wB97M-V/def2-TZVPD" gap_ev="5.607 / 5.259" fmax_ev_per_a=2.10 e_homo_ev="-6.67 / -6.67" lumo_ev="-1.1 / -1.4" total_energy_ha=-7250.30033
Ir -0.14306 0.09633 0.35726 0.4 -0.8 -0.6 0.5693
Se 0.07480 0.61500 2.94380 -0.7 0.6 -1.9 -0.4186
Te 0.21308 -1.49354 4.19290 0.3 -0.9 0.0 0.1030
Te -1.45914 -3.06449 2.72889 -0.3 0.1 0.5 0.0838
Se -0.82285 -2.33926 0.44469 0.1 1.2 0.0 -0.3965
S -0.36421 -0.75327 -2.30748 -0.4 0.7 1.3 -0.1716
C 1.05394 -1.66813 -2.35346 0.6 -0.3 -0.2 0.3431
N 2.23966 -1.29288 -1.91305 0.0 -0.4 0.1 -0.5828
C 3.22841 -2.35231 -2.08502 0.0 0.0 -0.2 -0.2278
C 2.39079 -3.53868 -2.60146 0.1 -0.1 0.0 -0.2260
N 1.12597 -2.88759 -2.92473 -0.1 0.1 -0.1 -0.5882
H 2.30529 -0.57150 -1.15083 -0.2 0.3 0.0 0.4733
H 3.73647 -2.56996 -1.14632 0.0 0.0 0.0 0.2177
H 3.97366 -2.03578 -2.81843 0.0 0.0 0.0 0.2024
H 2.25101 -4.29840 -1.82789 0.0 0.0 0.0 0.2015
H 2.82679 -4.00662 -3.48236 0.0 0.0 0.0 0.2078
H 0.28830 -3.39733 -3.14272 -0.1 0.0 0.1 0.4210
C 4.77585 0.84724 -0.32890 -0.4 0.0 0.2 -1.1356
Si 3.33605 0.69185 0.90545 1.1 0.4 0.9 1.9183
C 3.81707 -0.70821 2.09221 -0.2 0.3 -0.2 -1.1395
C 3.21182 2.33666 1.83417 -0.1 -0.2 -0.2 -1.1405
O 2.00521 0.33516 0.07247 -1.6 0.3 -0.3 -1.2943
H 5.65613 1.26227 0.16548 0.0 0.0 0.0 0.2345
H 4.51355 1.50728 -1.15834 0.0 0.0 0.0 0.2297
H 5.05549 -0.12372 -0.74474 0.0 0.0 0.0 0.2168
H 4.75328 -0.49262 2.61224 0.0 0.1 0.0 0.2299
H 3.94984 -1.64753 1.54884 0.0 0.0 0.0 0.2205
H 3.04952 -0.87510 2.85043 0.0 0.0 0.0 0.2426
H 4.08739 2.51177 2.46275 0.1 0.0 0.0 0.2328
H 2.33237 2.36121 2.47696 0.0 0.0 0.0 0.2426
H 3.13116 3.17014 1.13148 0.0 0.0 0.0 0.2263
C -2.81742 2.73629 1.95518 0.0 0.0 -0.1 -0.6259
C -2.03741 3.21994 0.73171 0.3 -0.4 0.3 -0.5517
C -0.73747 3.87914 1.20324 0.0 0.0 -0.1 -0.6022
P -1.61753 1.81394 -0.39837 0.4 -0.6 0.3 1.2110
C -0.98577 2.61232 -1.96035 0.4 -0.1 0.2 -0.5459
C -1.57178 3.98221 -2.30018 -0.1 -0.1 0.1 -0.6119
C 0.54702 2.69962 -1.94569 0.0 -0.1 0.0 -0.6222
C -3.21751 1.02980 -0.93593 0.2 -0.2 0.4 -0.5470
C -3.76453 0.08856 0.15318 0.1 0.0 0.0 -0.6201
C -4.29508 1.98998 -1.43504 0.2 0.0 -0.1 -0.6110
H -2.95036 3.56603 2.65173 0.0 0.0 0.0 0.2154
H -2.25114 1.95817 2.47043 -0.1 0.0 0.0 0.2451
H -3.80111 2.34723 1.70038 0.0 0.0 0.0 0.2073
H -2.64046 3.93017 0.15961 0.1 -0.1 -0.1 0.2281
H -0.10592 3.13150 1.68830 0.1 0.1 0.0 0.2240
H -0.95956 4.65922 1.93246 0.0 0.0 0.0 0.2184
H -0.17492 4.32682 0.38526 0.0 0.0 0.0 0.2058
H -1.26576 1.89095 -2.73468 0.0 0.0 0.0 0.2388
H -1.24021 4.73556 -1.58543 0.0 0.0 0.0 0.2076
H -2.65972 3.99055 -2.32528 0.0 0.1 0.0 0.2097
H -1.21120 4.27872 -3.28644 0.0 0.0 0.0 0.2223
H 0.88774 3.50488 -1.29396 0.0 0.0 0.0 0.2027
H 0.91879 2.89170 -2.95361 0.0 0.1 0.0 0.2142
H 0.99651 1.77426 -1.59019 0.1 0.1 -0.1 0.2510
H -2.88568 0.40425 -1.77216 0.0 0.0 0.0 0.2369
H -4.52090 0.58133 0.76241 0.0 0.0 0.0 0.2043
H -2.96482 -0.25496 0.81068 -0.1 -0.1 0.0 0.2376
H -4.21218 -0.79599 -0.29988 -0.1 0.0 0.0 0.2224
H -4.50082 2.78095 -0.71252 0.0 0.0 0.0 0.2065
H -5.21791 1.43126 -1.59810 0.0 0.0 0.0 0.2234
H -4.01366 2.44093 -2.38536 -0.1 0.1 0.0 0.2094

(5)
18
Properties=species:S:1:pos:R:3:forces:R:3:nbo_charge:R:1 method="wB97M-V/def2-TZVPD" gap_ev=10.164 fmax_ev_per_a=5.78 e_homo_ev=-9.07 lumo_ev=1.1 total_energy_ha=-310.70693
C 0.90743 0.89497 1.21719 -0.5 -2.3 -2.3 -0.2137
C -0.41832 0.80002 1.65191 1.5 2.1 -3.3 -0.2216
C -1.35189 1.29590 0.55380 1.1 -2.2 2.8 -0.1753
C -1.07839 1.37137 -0.79074 1.6 0.0 3.0 -0.2298
C 0.26694 1.24711 -1.13065 0.4 -0.1 -4.1 -0.2201
C 1.22006 0.97652 -0.24530 2.7 0.7 5.1 -0.2157
H 1.71101 0.40496 1.77946 -0.2 0.7 0.3 0.1972
H -0.51732 0.41831 2.68536 -1.1 0.7 -0.8 0.2348
H -2.33775 1.40421 0.87178 -1.7 0.2 0.3 0.1952
H -1.88613 1.49532 -1.43266 -0.9 0.5 -1.3 0.2220
H 0.58820 1.29554 -2.21953 -0.6 0.0 1.3 0.2133
H 2.36399 0.90853 -0.35201 -2.1 0.1 -0.8 0.2222
C -0.06540 -2.09997 0.28621 -0.5 -1.2 -4.1 -0.4256
C 0.32756 -2.01372 -1.03915 -2.4 0.0 0.8 -0.4102
H 0.72197 -2.00698 1.00094 -0.3 -0.1 1.1 0.2009
H -1.17066 -2.49744 0.36749 2.5 1.2 0.8 0.2212
H 1.34599 -1.76210 -1.50361 -1.8 -0.4 1.0 0.2131
H -0.62730 -2.13253 -1.70049 2.4 0.2 0.4 0.1920

(6)
19
Properties=species:S:1:pos:R:3:forces:R:3:nbo_charge:R:1 method="wB97M-V/def2-TZVPD" gap_ev=8.629 fmax_ev_per_a=1.17 e_homo_ev=-7.83 lumo_ev=0.8 total_energy_ha=-613.10559
C -2.29327 -0.66054 -2.46544 0.0 -0.2 0.2 -0.6106
C -0.93165 -0.23540 -1.94052 -0.2 0.2 0.2 -0.5016
S -1.10698 1.10372 -0.71574 0.1 0.0 0.4 -0.2650
H -2.80213 0.17842 -2.92831 -0.1 0.1 -0.1 0.2081
H -2.92317 -1.03124 -1.64978 0.1 0.1 -0.1 0.2092
H -2.19229 -1.44875 -3.21288 0.0 0.0 0.0 0.2019
H -0.30543 0.11927 -2.74784 0.2 0.0 -0.3 0.1973
H -0.43003 -1.06957 -1.46949 0.1 -0.3 0.1 0.1944
H 0.01216 0.81261 0.20611 -0.8 0.2 -0.9 0.2273
C 1.81869 -0.62545 0.97855 -0.1 0.1 0.1 -0.4163
N 1.17613 0.67168 1.16649 0.4 -0.4 0.5 -0.5970
C 0.67311 0.87676 2.51696 0.0 0.3 0.1 -0.4179
H 2.19190 -0.69613 -0.04036 0.0 0.0 0.0 0.2109
H 2.64108 -0.79380 1.68127 0.0 0.0 0.0 0.1824
H 1.07215 -1.40364 1.12614 0.0 -0.1 0.0 0.2023
H 1.81102 1.40987 0.92222 0.3 0.3 -0.1 0.3736
H -0.08257 0.12096 2.72482 0.0 0.0 0.0 0.2058
H 0.20078 1.86764 2.57753 0.1 -0.3 0.0 0.2142
H 1.47049 0.80357 3.27028 -0.2 0.0 0.0 0.1811